Version one
C29H45N4O2SZn | ωB97M-V/def2-TZVPD

Atoms and positions in Å:
Zn 2.38321 -0.71914 -0.03116
C -4.64341 -3.58518 -0.66776
C -4.03057 -2.21365 -0.36974
C -4.61970 -1.70267 0.95646
C -4.41500 -1.26308 -1.51335
C -2.51048 -2.27088 -0.22442
C -1.79940 -1.12275 -0.05178
C -0.39220 -1.17073 0.08657
N 0.44196 -0.13407 0.10785
C 0.29544 1.17892 0.21249
C -0.87820 1.89017 0.56745
C -0.87322 3.24881 0.60906
C 0.30934 3.91994 0.16899
C 1.49300 3.32131 -0.17507
C 1.56619 1.89681 0.00368
O 2.65537 1.23386 0.01133
C 2.63374 4.21331 -0.69840
C 3.10377 5.14674 0.42743
C 3.85864 3.47311 -1.25153
C 2.07144 5.06173 -1.85262
C -2.09124 4.01276 1.12011
C -2.22777 3.73303 2.62736
C -1.96140 5.52623 0.92485
C -3.35830 3.53867 0.39298
C 0.31962 -2.46114 0.13673
O 1.55529 -2.44358 0.46458
C -0.43501 -3.64832 -0.14016
C -1.79305 -3.49979 -0.27501
C 0.14553 -5.07040 -0.26002
C 1.67519 -5.16452 -0.33779
C -0.32066 -5.88065 0.96065
C -0.40177 -5.72151 -1.54037
H -5.72364 -3.47593 -0.76412
H -4.45533 -4.29475 0.14018
H -4.26665 -4.00005 -1.60492
H -5.70988 -1.68363 0.90427
H -4.27156 -0.69397 1.18465
H -4.32726 -2.35957 1.77771
H -5.49987 -1.24554 -1.62885
H -3.97525 -1.59989 -2.45378
H -4.08330 -0.24078 -1.32883
H -2.29226 -0.16218 -0.08271
H -1.75581 1.33120 0.86088
H 0.26623 4.99821 0.09889
H 3.48850 4.57006 1.27068
H 2.29052 5.78007 0.78517
H 3.90209 5.79401 0.05991
H 4.40624 2.95666 -0.46865
H 4.52512 4.20613 -1.71005
H 3.57901 2.74597 -2.01353
H 1.24729 5.69880 -1.53065
H 1.71400 4.42205 -2.66150
H 2.85815 5.70681 -2.24668
H -1.34009 4.07921 3.16047
H -2.34934 2.66652 2.82200
H -3.09615 4.25615 3.03214
H -1.11644 5.93277 1.48360
H -2.86345 6.01134 1.29750
H -1.85442 5.79053 -0.12936
H -3.59410 2.49872 0.62440
H -3.24364 3.63577 -0.68795
H -4.21013 4.14590 0.70229
H -2.36917 -4.39647 -0.45572
H 2.14377 -4.85031 0.58992
H 2.07336 -4.55809 -1.15160
H 1.94780 -6.20510 -0.52522
H 0.04311 -5.42403 1.88311
H 0.06827 -6.89918 0.90372
H -1.40938 -5.93301 1.01189
H -0.11739 -5.13977 -2.41922
H -1.48746 -5.81971 -1.52983
H 0.01741 -6.72332 -1.64446
N 4.05962 -1.01235 1.44378
N 5.23322 -1.37315 0.79236
C 5.30662 -1.58621 -0.53760
N 6.50697 -1.94216 -1.00188
S 4.02116 -1.44577 -1.61336
H 4.18090 -0.13078 1.93078
H 3.78095 -1.73165 2.10307
H 6.06613 -1.50357 1.34525
H 7.32393 -2.01557 -0.41901
H 6.60524 -2.10372 -1.98856

HOMO-LUMO gap ... 5.4 eV
Net charge ... +1
HOMO energy ... -9.919 eV
LUMO energy ... -4.52 eV

Here are the Löwdin charges for atoms 1 to 2, given in e:
1. Zn 0.57
2. C -0.06

Version two
C29H45N4O2SZn | ωB97M-V/def2-TZVPD

Atoms and positions in Å:
Zn 2.17945 0.12356 1.27452
C -4.33428 -3.88150 1.02171
C -3.73045 -2.70952 0.24296
C -4.73454 -1.54493 0.26184
C -3.50306 -3.16329 -1.20603
C -2.41008 -2.22757 0.85274
C -1.68962 -1.25408 0.24211
C -0.46794 -0.80050 0.81214
N 0.38438 0.07422 0.27489
C 0.32579 0.92189 -0.74410
C -0.83016 1.27640 -1.49987
C -0.72934 2.12771 -2.54632
C 0.58158 2.59453 -2.89801
C 1.74165 2.34366 -2.21860
C 1.61717 1.58863 -1.00160
O 2.55665 1.47832 -0.14858
C 3.05793 2.93105 -2.76380
C 2.99788 4.46455 -2.67996
C 4.32173 2.46009 -2.03424
C 3.21088 2.50689 -4.23780
C -1.98106 2.57770 -3.30238
C -2.82171 3.46504 -2.36831
C -1.64213 3.38217 -4.55983
C -2.80860 1.35301 -3.71961
C 0.01917 -1.35061 2.08992
O 1.04615 -0.81579 2.63331
C -0.70553 -2.44140 2.66815
C -1.88172 -2.78894 2.05625
C -0.29292 -3.19687 3.94667
C 1.12785 -2.89510 4.44120
C -1.27816 -2.83220 5.06981
C -0.35839 -4.71194 3.68271
H -5.26256 -4.18970 0.53805
H -4.57771 -3.60529 2.05095
H -3.66590 -4.74675 1.03692
H -5.69691 -1.86799 -0.14404
H -4.37867 -0.70319 -0.33836
H -4.89523 -1.19009 1.28294
H -4.44139 -3.52685 -1.63264
H -2.77153 -3.97399 -1.24757
H -3.14476 -2.34915 -1.84033
H -2.00743 -0.86256 -0.71135
H -1.79375 0.90229 -1.19177
H 0.65698 3.21929 -3.77858
H 2.87639 4.79247 -1.64409
H 2.16729 4.86724 -3.26484
H 3.92427 4.89577 -3.06875
H 4.36978 2.83341 -1.01281
H 5.18880 2.83940 -2.57987
H 4.39222 1.37155 -2.00303
H 2.39742 2.87539 -4.86510
H 3.24270 1.41807 -4.32628
H 4.14411 2.90924 -4.63912
H -2.25776 4.35102 -2.06495
H -3.11571 2.92315 -1.46607
H -3.73016 3.79641 -2.87852
H -1.11047 4.30647 -4.32102
H -2.56815 3.66021 -5.06505
H -1.04142 2.80175 -5.26574
H -3.19761 0.81064 -2.85386
H -2.20975 0.66171 -4.31757
H -3.66526 1.66999 -4.31891
H -2.45713 -3.58004 2.51742
H 1.23295 -1.86625 4.78032
H 1.87573 -3.07870 3.66700
H 1.34123 -3.55843 5.28297
H -1.25691 -1.75740 5.26860
H -1.00866 -3.35619 5.99114
H -2.30253 -3.10944 4.80912
H 0.30784 -4.99166 2.86270
H -1.36397 -5.05606 3.43758
H -0.04033 -5.25082 4.57816
N 3.09922 1.44350 2.83258
N 4.40031 1.04865 3.12724
C 4.97062 -0.04237 2.57265
N 6.21829 -0.29486 2.97700
S 4.23398 -1.06666 1.45408
H 3.09954 2.38458 2.45623
H 2.52238 1.39500 3.66481
H 4.91969 1.58835 3.79926
H 6.71662 0.29150 3.62473
H 6.69468 -1.08780 2.58583

HOMO-LUMO gap (alpha / beta) ... 5.4 / 5.4 eV
Net charge ... +1
HOMO energy (alpha / beta) ... -9.922 / -9.923 eV
LUMO energy (alpha / beta) ... -4.48 / -4.48 eV

Here are the Löwdin charges for atoms 1 to 2, given in e:
1. Zn 0.57
2. C -0.06

Most stable structure: version two